Record 1
Below is a structure of composition CH5N7 at a distorted geometry, with properties calculated with ωB97M-V/def2-TZVPD.

XYZ file:
```
13
Properties=species:S:1:pos:R:3
C -0.1056 -0.7246 -0.0463
H 2.8717 -0.4641 -0.4063
H 2.0548 0.4376 1.5237
H -1.2208 -2.4628 -0.2067
H 0.6409 1.6130 -0.1547
H -0.6596 2.0414 -1.2346
N 1.9654 0.0874 0.1999
N 1.0827 -1.2443 0.0720
N -1.1736 -1.4954 -0.2528
N -2.3205 -0.6749 0.1689
N -2.0255 0.5662 0.4908
N -0.7279 0.4987 0.0462
N -0.3820 1.8218 -0.2000
```

The value obtained for the energy above the lowest of the compared OMol25 structures with the same formula, charge and spin is 411.3 kJ/mol. The HOMO-LUMO gap is 8.93 eV. As for the highest occupied orbital energy: -8.517 eV. The calculation puts the lowest unoccupied orbital energy at 0.409 eV.

=====

Record 2
Below is the molecule C20H18N4O5S at a distorted geometry, with properties calculated with ωB97M-V/def2-TZVPD.

XYZ file:
```
48
Properties=species:S:1:pos:R:3
O 3.0858 3.8137 -1.9367
C 2.2488 4.1976 -1.1555
C 2.6660 4.7385 0.2145
S 1.4156 4.5600 1.5218
C 1.2434 2.8457 1.4813
N 1.8723 1.9985 0.7304
N 1.4136 0.7767 1.0723
C 0.5320 0.9359 2.0012
C -0.2019 -0.1265 2.7273
N 0.0697 -1.4128 2.1440
C -0.9332 -2.2919 1.8869
O -2.0666 -2.0949 2.2903
C -0.5439 -3.5205 1.1476
C 0.5336 -3.5694 0.2681
C 0.8206 -4.7410 -0.4087
C 0.0436 -5.8713 -0.2130
C -1.0363 -5.8259 0.6530
C -1.3324 -4.6544 1.3234
O 0.3661 2.2446 2.3180
N 0.9315 4.2725 -1.4189
C 0.3371 3.5642 -2.5384
C -0.1748 2.2218 -2.0794
C 0.6495 1.1098 -2.1405
C 0.2333 -0.1375 -1.6835
C -1.0326 -0.2233 -1.1581
C -1.8613 0.8979 -1.0737
C -1.4550 2.1297 -1.5222
O -3.0537 0.5415 -0.5065
C -2.9878 -0.8585 -0.3185
O -1.6916 -1.3119 -0.6559
H 2.8620 5.8094 0.1451
H 3.5752 4.2251 0.5247
H -1.2848 0.0462 2.6860
H 0.0954 -0.0996 3.7869
H 0.9838 -1.5377 1.7405
H 1.1348 -2.6918 0.0820
H 1.6538 -4.7729 -1.0953
H 0.2760 -6.7838 -0.7421
H -1.6492 -6.7026 0.8013
H -2.1755 -4.5949 1.9952
H 0.3036 4.5367 -0.6729
H -0.4713 4.1749 -2.9475
H 1.1233 3.4415 -3.2849
H 1.6433 1.2164 -2.5446
H 0.8733 -1.0001 -1.7448
H -2.1076 2.9857 -1.4578
H -3.7272 -1.3509 -0.9723
H -3.2003 -1.1107 0.7297
```

The value obtained for the energy above the lowest of the compared OMol25 structures with the same formula, charge and spin is 65.6 kJ/mol. The HOMO-LUMO gap is 8.48 eV. As for the highest occupied orbital energy: -7.993 eV. The calculation puts the lowest unoccupied orbital energy at 0.492 eV. The SMILES is O=C(CSc1nnc(CNC(=O)c2ccccc2)o1)NCc1ccc2c(c1)OCO2.

=====

Record 3
Below is a cluster of 2 separate species, C6H6N4O2P in total at a distorted geometry, with properties calculated with ωB97M-V/def2-TZVPD.

XYZ file:
```
19
Properties=species:S:1:pos:R:3
C -0.4976 -0.3609 -3.4136
C -1.5273 1.3759 1.7689
C -0.2106 -1.1266 -2.3132
C -0.9599 0.3287 1.1119
C 0.9886 0.6405 -2.2825
C 0.1907 0.8445 2.9004
N 0.2712 0.7604 -3.3882
N -0.8053 1.6777 2.8883
N 0.7484 -0.4791 -1.6001
N 0.1466 -0.0107 1.8412
O 0.5793 -2.6281 1.6472
O 2.5749 -1.0220 2.0520
P 1.2242 -1.3170 1.5823
H -1.2020 -0.5373 -4.2094
H -2.4073 1.9382 1.5220
H -0.6026 -2.0737 -1.9873
H -1.1808 -0.1754 0.1924
H 1.7093 1.3721 -1.9594
H 0.9600 0.7927 3.6471
```

The value obtained for the energy above the lowest of the compared OMol25 structures with the same formula, charge and spin is 24.9 kJ/mol. The HOMO-LUMO gap is 6.14 eV. As for the highest occupied orbital energy: -4.056 eV. The calculation puts the lowest unoccupied orbital energy at 2.086 eV. Its total charge is -1.

=====

Record 4
Below is a cluster of 12 separate species, C3H28NO12S in total at a distorted geometry, with properties calculated with ωB97M-V/def2-TZVPD.

XYZ file:
```
45
Properties=species:S:1:pos:R:3
O -2.3849 -1.5790 -1.7390
C -2.0464 -0.5088 -1.3322
N -1.8913 0.5917 -2.1214
C -1.6198 1.9024 -1.4852
C -0.1852 2.0083 -1.0464
S 0.2876 0.8421 0.3961
H -1.8949 -0.2713 -0.2773
H -2.0122 0.5123 -3.1462
H -2.3222 2.1214 -0.6273
H -1.5683 2.5899 -2.3436
H 0.2283 2.9975 -0.7386
H 0.4974 1.6901 -1.8152
H -2.3985 2.0511 2.3814
H -2.6910 0.6468 2.8955
O -2.9703 1.6674 3.0626
H 1.9469 0.3847 2.1701
H 1.6649 1.2303 3.4707
O 2.1132 0.5565 3.0911
H 0.9538 0.0169 -4.0904
H 0.0515 0.7938 -3.3230
O 0.6032 0.9250 -4.1727
H -0.2746 -1.7256 -2.1968
H 0.9026 -2.0431 -2.8481
O 0.1677 -1.4753 -3.0200
H -2.6912 -3.2277 0.8084
H -1.4257 -2.8702 1.5648
O -1.7899 -3.5096 0.9269
H 1.8497 2.9580 -0.1213
H 2.8942 2.2544 0.3970
O 2.5785 3.1647 0.3947
H -0.1558 3.3648 1.7733
H -1.5322 4.0135 1.5160
O -0.4990 4.1794 1.5202
H -0.7961 -1.7437 3.2876
H 0.0149 -1.3324 2.0530
O -0.0262 -2.0072 2.7599
H 1.4490 -1.1243 -0.8618
H 2.5386 -0.3221 -0.0289
O 2.3074 -1.1663 -0.3901
H 2.2488 -2.9659 1.8423
H 3.0483 -2.5272 0.7095
O 3.1772 -3.1293 1.3999
H -0.1920 -3.3779 -0.1442
H 1.1999 -3.0995 0.0608
O 0.6445 -3.4563 -0.6123
```

The value obtained for the energy above the lowest of the compared OMol25 structures with the same formula, charge and spin is 426.7 kJ/mol. The HOMO-LUMO gap is 7.25 eV. As for the highest occupied orbital energy: -5.113 eV. The calculation puts the lowest unoccupied orbital energy at 2.135 eV. Its total charge is -1.

=====

Record 5
Below is a cluster of 2 separate species, C4H6O in total at a distorted geometry, with properties calculated with ωB97M-V/def2-TZVPD.

XYZ file:
```
11
Properties=species:S:1:pos:R:3
C 0.9287 -0.8168 -0.4541
C 0.6718 -0.5674 0.8294
C 0.1107 0.0458 1.7995
H 0.5484 -1.7320 -0.8995
H 1.8096 -0.4048 -0.9362
H -0.6574 0.7766 1.2146
H 0.2190 0.0480 2.8663
C -0.8179 0.5836 -1.0640
O -1.2304 1.3331 -0.1486
H -1.4207 -0.2588 -1.3615
H -0.1618 0.9927 -1.8459
```

The value obtained for the energy above the lowest of the compared OMol25 structures with the same formula, charge and spin is 288.5 kJ/mol. The HOMO-LUMO gap is 10.64 eV. As for the highest occupied orbital energy: -9.796 eV. The calculation puts the lowest unoccupied orbital energy at 0.839 eV. The SMILES is C=C=C.C=O.

=====

Record 6
Below is a cluster of 3 separate species, C4H13NO3 in total at a distorted geometry, with properties calculated with ωB97M-V/def2-TZVPD.

XYZ file:
```
21
Properties=species:S:1:pos:R:3
C 2.3218 -1.2750 0.6101
N 1.4149 -0.4507 -0.1848
C -0.0564 -0.8893 -0.1813
C -0.8856 -0.9972 1.1523
C -2.0371 -0.0803 0.9971
O -3.1497 -0.3727 1.4026
H 2.8479 -2.2299 0.1312
H 1.9475 -1.5682 1.5339
H 3.1597 -0.4939 0.9403
H 1.6938 -0.5076 -1.1645
H -0.2614 -1.8463 -0.7323
H -0.3926 -0.0495 -0.8533
H -1.3872 -2.0226 1.2580
H -0.0999 -0.8625 2.0029
H -1.8088 0.9656 0.6100
O -2.3640 1.4529 -1.6708
H -2.5830 1.8859 -0.9289
H -3.2361 1.2031 -1.8234
O 1.7911 2.8361 -1.4598
H 1.4401 3.3498 -0.6553
H 1.6449 1.9524 -0.9838
```

The value obtained for the energy above the lowest of the compared OMol25 structures with the same formula, charge and spin is 358.2 kJ/mol. The HOMO-LUMO gap is 10.10 eV. As for the highest occupied orbital energy: -9.477 eV. The calculation puts the lowest unoccupied orbital energy at 0.621 eV. The SMILES is CNCCC=O.O.O.